Computed, not measured: a 6-piece molecular cluster, C32H82N6O10 overall at a distorted geometry, with ωB97M-V with the def2-TZVPD basis set.

Last column: Löwdin charge in e.
CARTESIAN COORDINATES (ANGSTROEM)
C: -19.1185 -8.9852 17.8803  -0.07
C: -18.5355 -7.6602 17.3246  -0.43
C: -19.3931 -6.4578 17.5668  -0.32
O: -20.5902 -6.6191 17.0545  -0.13
C: -21.3540 -5.4483 17.3006  -0.08
N: -17.3622 -7.7263 18.0832  0.01
H: -19.1704 -8.9483 18.9684  0.08
H: -18.5786 -9.8859 17.5880  0.08
H: -20.1141 -9.1528 17.4694  0.06
H: -18.4042 -7.6856 16.2429  0.14
H: -18.8334 -5.5936 17.2091  0.13
H: -19.4442 -6.3437 18.6496  0.13
H: -21.1422 -4.6360 16.6054  0.08
H: -21.2591 -5.0513 18.3113  0.09
H: -22.4241 -5.6456 17.3656  0.08
H: -17.5138 -8.1406 18.9917  0.07
H: -16.7400 -8.4243 17.7014  0.08
C: -20.3220 -6.8130 4.9626  -0.05
C: -19.0661 -7.3957 5.6087  -0.46
C: -18.3432 -6.3363 6.4564  -0.23
O: -17.2084 -6.9622 6.9842  -0.20
C: -16.6812 -6.1384 8.1184  -0.04
N: -19.4631 -8.4809 6.4585  0.03
H: -20.6654 -7.6538 4.3600  0.08
H: -20.0874 -5.9383 4.3560  0.07
H: -20.9822 -6.4985 5.7709  0.08
H: -18.2797 -7.8271 4.9894  0.14
H: -19.0219 -6.0001 7.2403  0.11
H: -17.8071 -5.5669 5.9007  0.13
H: -16.4485 -5.1159 7.8209  0.05
H: -15.8089 -6.6005 8.5805  0.10
H: -17.4694 -5.9693 8.8521  0.06
H: -19.8252 -9.2523 5.9164  0.07
H: -18.7252 -9.0566 6.8383  0.07
C: -14.8189 -5.1319 3.5930  -0.15
O: -14.2345 -4.4222 4.6213  -0.19
C: -12.9560 -4.9149 5.0379  -0.19
C: -12.5542 -4.2984 6.3789  -0.26
N: -13.3242 -4.7024 7.4889  -0.04
C: -13.2095 -3.7427 8.6487  -0.14
C: -14.3137 -2.6355 8.5780  -0.25
O: -15.5475 -3.1837 8.7478  -0.19
C: -16.5799 -2.2769 9.0979  -0.09
H: -15.8690 -4.8443 3.6448  0.08
H: -14.8036 -6.2134 3.7274  0.09
H: -14.5083 -4.9505 2.5641  0.09
H: -12.2416 -4.7455 4.2322  0.13
H: -13.0472 -5.9886 5.2018  0.12
H: -12.4815 -3.2300 6.1757  0.12
H: -11.5609 -4.7164 6.5424  0.12
H: -14.2706 -4.6649 7.1381  0.08
H: -12.2244 -3.2982 8.7909  0.11
H: -13.2877 -4.2442 9.6133  0.11
H: -14.2190 -2.1127 7.6262  0.13
H: -14.0886 -2.0449 9.4660  0.12
H: -16.9672 -1.7412 8.2312  0.08
H: -16.3423 -1.5913 9.9113  0.08
H: -17.3998 -2.8481 9.5334  0.07
C: -18.4633 0.2050 9.0607  -0.08
O: -19.0282 -0.7986 9.9286  -0.22
C: -19.0195 -0.4901 11.3141  -0.15
C: -19.6778 0.8584 11.7595  -0.09
N: -21.0160 0.9365 11.2154  0.19
C: -22.1702 0.2639 11.9099  -0.05
C: -23.4356 0.1483 11.0245  -0.22
O: -23.6285 -1.1119 10.4475  -0.18
C: -24.4271 -1.0676 9.2673  -0.07
H: -17.4231 0.4372 9.2888  0.10
H: -19.0408 1.1284 9.0174  0.09
H: -18.3494 -0.2192 8.0631  0.09
H: -17.9769 -0.5895 11.6158  0.14
H: -19.5131 -1.3320 11.7996  0.12
H: -19.0559 1.6204 11.2897  0.13
H: -19.6239 1.0413 12.8327  0.15
H: -20.9837 0.7623 10.2211  0.15
H: -22.3559 0.8757 12.7926  0.14
H: -21.8282 -0.7046 12.2748  0.15
H: -23.5310 1.0007 10.3518  0.13
H: -24.2681 0.2207 11.7244  0.14
H: -25.1719 -0.2744 9.3317  0.09
H: -24.8288 -2.0786 9.1988  0.10
H: -23.8613 -0.8244 8.3679  0.09
C: -18.7735 -10.9826 13.4622  -0.13
O: -20.0045 -10.6839 12.8587  -0.22
C: -20.7834 -9.6837 13.5525  -0.20
C: -22.2659 -9.7866 13.1401  -0.19
N: -23.2837 -8.9728 13.8956  -0.05
C: -23.0326 -7.5651 13.4493  -0.18
C: -24.0682 -6.4262 13.8604  -0.25
O: -24.1766 -6.1278 15.1815  -0.18
C: -24.8907 -7.0716 15.9966  -0.08
H: -18.0637 -10.1770 13.6498  0.09
H: -18.4587 -11.8342 12.8591  0.09
H: -18.9617 -11.5161 14.3938  0.08
H: -20.1559 -8.8308 13.2938  0.12
H: -20.8103 -10.0049 14.5938  0.11
H: -22.5814 -10.8263 13.2265  0.12
H: -22.2760 -9.5059 12.0869  0.11
H: -23.1312 -9.0505 14.8910  0.08
H: -23.0060 -7.6302 12.3616  0.10
H: -22.1069 -7.2922 13.9561  0.10
H: -24.9986 -6.7676 13.4066  0.12
H: -23.8392 -5.4684 13.3931  0.11
H: -25.9779 -7.0414 15.9244  0.09
H: -24.7284 -6.8090 17.0419  0.08
H: -24.5658 -8.1111 15.9534  0.07
C: -18.9567 -3.5447 14.5553  -0.16
O: -18.9542 -3.8640 13.2624  -0.20
C: -18.4292 -5.1500 13.1104  -0.20
C: -18.3341 -5.5521 11.5715  -0.20
N: -19.5545 -6.1147 11.0928  -0.04
C: -20.7741 -5.2786 11.2912  -0.15
C: -20.7077 -4.0479 10.3728  -0.18
O: -20.8681 -4.2874 8.9336  -0.17
C: -20.4764 -3.1465 8.1855  -0.12
H: -19.6163 -4.1749 15.1519  0.07
H: -19.4300 -2.5647 14.6163  0.09
H: -17.9194 -3.4648 14.8804  0.11
H: -19.0554 -5.8557 13.6563  0.12
H: -17.4400 -5.3296 13.5314  0.12
H: -17.5590 -6.3175 11.6095  0.12
H: -17.9305 -4.6798 11.0573  0.09
H: -19.5366 -6.3874 10.1204  0.10
H: -20.9378 -4.9149 12.3056  0.11
H: -21.5898 -5.9911 11.1681  0.11
H: -19.8067 -3.4489 10.5053  0.09
H: -21.4627 -3.3285 10.6896  0.10
H: -20.6325 -2.2207 8.7393  0.06
H: -21.0275 -3.1233 7.2453  0.09
H: -19.4390 -3.1314 7.8513  0.08

Force components x, y, z for each atom (eV/Å):
C -2.8 -0.2 -1.8
C -1.5 -3.0 0.4
C 3.8 -0.2 2.5
O -3.9 0.7 -1.5
C -1.2 0.0 0.6
N 4.3 1.9 0.6
H -0.2 0.1 -0.1
H 0.5 0.3 -0.1
H -0.5 -0.2 0.3
H 0.6 -0.4 -0.1
H 0.0 0.5 -0.3
H 0.0 0.3 0.6
H 0.0 -0.1 -0.2
H 1.0 0.0 0.3
H 0.0 -0.5 -1.1
H -0.3 0.6 0.2
H 0.3 0.3 -0.5
C 1.3 -0.5 -0.1
C 1.2 0.9 0.6
C 0.6 -0.9 -0.6
O 1.6 0.3 3.3
C -0.9 -0.6 -1.3
N -1.0 -1.7 1.2
H -0.9 0.5 -0.1
H 0.0 -0.2 -0.2
H -0.3 -0.3 -0.2
H -0.2 0.7 -1.2
H -0.1 0.4 0.1
H -1.4 0.9 -0.7
H 0.3 -0.1 -0.6
H -0.2 -0.2 -0.3
H -0.2 -0.5 0.2
H -1.1 0.3 -0.7
H 1.0 1.0 0.6
C -1.7 -0.5 -0.4
O 1.1 0.5 0.8
C -1.0 -0.4 0.4
C 1.9 -0.2 -2.1
N -0.8 0.7 1.5
C -1.3 -0.3 -0.7
C 2.9 -0.4 0.7
O -2.2 -0.6 0.5
C -0.2 -0.9 0.0
H -0.2 -0.1 -0.2
H 0.2 -0.2 0.3
H 0.7 0.5 0.0
H 0.4 0.2 0.2
H 0.0 -0.3 -0.1
H 0.0 0.5 0.4
H 0.5 0.5 -0.1
H -0.6 -0.2 0.6
H 0.1 0.2 -1.0
H -0.6 -0.5 -0.1
H 0.0 0.5 0.0
H 0.1 0.9 -0.2
H 0.2 0.1 -0.1
H 0.7 0.3 -0.1
H 0.0 -0.3 -0.4
C 0.6 -0.5 -0.1
O -0.6 1.4 0.0
C 0.4 -1.6 -0.7
C 0.2 0.8 -0.5
N 0.3 -2.5 1.2
C 0.2 1.2 -1.1
C -0.5 -0.2 1.4
O 1.3 0.3 -0.6
C 0.1 -0.2 0.1
H 0.0 0.2 0.7
H -0.2 0.0 0.0
H -0.7 -0.1 0.1
H 0.1 0.9 0.6
H -0.3 0.0 0.0
H -0.2 0.3 -0.2
H -0.3 -0.4 0.0
H -0.3 0.4 -0.7
H -0.1 0.0 0.1
H 0.2 -0.3 -0.1
H 0.3 0.0 -0.3
H -0.1 0.6 0.3
H -0.5 -0.3 0.2
H -0.3 0.3 -0.3
H 0.4 -0.2 0.0
C -1.0 -1.8 0.2
O -1.0 0.3 -0.3
C 0.6 -1.6 0.1
C -0.1 0.3 0.0
N 0.7 0.5 -1.7
C -0.6 0.7 1.9
C 0.2 -1.9 -2.2
O -0.6 -0.7 2.4
C 0.2 0.3 0.9
H 0.0 0.2 -0.5
H 1.0 0.6 -0.3
H 0.0 0.4 0.7
H -1.0 1.1 0.7
H 0.6 0.7 0.6
H 0.3 -0.1 -0.1
H -0.6 -0.1 -0.1
H 0.2 -0.1 0.1
H 0.3 0.4 0.1
H 0.6 0.5 -0.8
H -0.6 0.1 0.2
H 0.5 -0.2 -0.4
H -0.1 0.1 -0.8
H 0.3 0.4 0.0
H 0.1 0.1 -0.6
C -0.5 2.0 2.1
O 0.2 -0.7 -3.0
C -0.1 -1.5 -2.3
C 0.4 0.1 2.5
N -1.3 0.3 0.8
C 1.2 -0.4 -1.3
C -0.9 0.4 -0.7
O 0.4 0.1 1.3
C -0.2 -0.1 -0.3
H 0.4 -0.5 0.3
H 0.2 0.4 0.3
H 0.0 -0.2 0.9
H -0.4 -0.3 -0.1
H 0.4 0.9 0.2
H 0.0 -0.1 -0.6
H 0.0 0.3 -0.3
H 0.2 -0.1 -0.1
H 0.6 -0.1 0.1
H -0.4 0.5 -0.7
H 0.6 -0.5 0.2
H -0.7 0.1 -0.1
H -0.3 0.1 0.0
H -0.4 -0.1 0.2
H 0.5 -0.4 0.4

expectation value of S²: 0.75
charge: +1
multiplicity: 2
relative energy (zero: lowest compared OMol25 entry of this formula, charge and spin): 212.6 kcal per mole
frontier orbital gap (alpha / beta): 0.2740 / 0.0887 Ha
molecular weight: 711.04 g mol⁻¹

=====

Computed, not measured: a 6-piece molecular cluster, C18H56NO20P7 overall at a distorted geometry, with ωB97M-V with the def2-TZVPD basis set.

Last column: Löwdin charge in e.
CARTESIAN COORDINATES (ANGSTROEM)
C: 0.6091 0.7248 2.4727  -0.20
C: -0.2761 1.8485 1.7466  -0.48
P: -1.9383 1.2458 1.0715  0.65
C: -3.3367 1.5032 2.3262  -0.34
P: -1.7681 -0.9274 0.8048  0.57
N: -2.1321 -1.7801 2.3087  -0.32
H: 0.0128 0.0855 3.1790  0.04
H: 1.1031 0.0841 1.6861  0.04
H: 1.4131 1.3048 3.0224  0.05
H: -0.3695 2.7695 2.3954  0.07
H: 0.3435 2.1714 0.8550  0.06
H: -3.7087 0.4940 2.6460  0.01
H: -4.1770 1.9882 1.7561  0.01
H: -3.0593 2.1712 3.1844  0.04
H: -0.3781 -1.1860 0.5551  -0.13
H: -2.2690 -1.0998 3.0577  -0.02
H: -3.0016 -2.3092 2.1928  0.01
C: 6.0855 4.8187 1.2036  -0.15
O: 5.4613 4.1111 2.2867  -0.27
P: 4.7476 2.5884 1.9113  0.71
O: 3.5666 2.8496 2.8302  -0.25
O: 5.9484 1.8856 2.7944  -0.30
C: 7.2980 2.0145 2.3666  -0.12
O: 4.1073 1.0656 1.4740  -0.27
C: 4.5847 -0.1277 2.0690  -0.12
H: 5.6444 5.8134 1.1295  0.08
H: 7.1536 4.9193 1.4130  0.08
H: 5.9580 4.3008 0.2509  0.07
H: 7.7695 2.8473 2.8929  0.09
H: 7.3646 2.1772 1.2878  0.09
H: 7.8333 1.0981 2.6164  0.09
H: 4.5356 -0.0685 3.1590  0.10
H: 5.6000 -0.3389 1.7361  0.06
H: 3.9470 -0.9494 1.7372  0.08
C: 0.3564 -0.3635 9.9419  -0.15
O: 1.2034 -1.2453 9.1877  -0.26
P: 0.4664 -2.1152 7.8955  0.69
O: 1.2205 -3.4015 8.1802  -0.25
O: 1.3125 -1.2079 6.8094  -0.29
C: 1.1287 0.2024 6.7794  -0.11
O: -0.5068 -2.8186 6.6769  -0.27
C: -0.2203 -2.6297 5.3032  -0.13
H: 0.4147 -0.6329 10.9971  0.08
H: 0.7113 0.6629 9.8180  0.08
H: -0.6844 -0.4207 9.6169  0.07
H: 1.9055 0.6844 7.3761  0.09
H: 0.1439 0.4883 7.1593  0.08
H: 1.2205 0.5459 5.7482  0.08
H: 0.8100 -2.9111 5.0764  0.10
H: -0.4126 -1.5957 5.0127  0.06
H: -0.8901 -3.2690 4.7261  0.08
C: -7.4917 0.7351 -3.8967  -0.14
O: -7.2612 0.8744 -2.4824  -0.26
P: -5.7997 1.6518 -2.0132  0.70
O: -5.5310 0.7053 -0.8565  -0.27
O: -6.6677 2.9473 -1.4754  -0.30
C: -7.4807 3.6706 -2.3904  -0.12
O: -4.3074 2.4702 -1.8411  -0.29
C: -4.2219 3.7222 -1.1898  -0.14
H: -7.6573 -0.3178 -4.1263  0.09
H: -8.3843 1.3033 -4.1693  0.08
H: -6.6462 1.0982 -4.4826  0.06
H: -8.5074 3.3036 -2.3350  0.09
H: -7.1134 3.5783 -3.4158  0.09
H: -7.4732 4.7243 -2.1083  0.09
H: -4.6635 3.6735 -0.1924  0.09
H: -4.7005 4.5005 -1.7871  0.08
H: -3.1656 3.9774 -1.0901  0.09
C: 3.6709 -3.7166 -0.4110  -0.14
O: 4.8045 -2.8816 -0.7078  -0.27
P: 6.2968 -3.2969 0.0443  0.72
O: 6.6301 -1.8352 0.2919  -0.24
O: 6.8775 -3.7337 -1.4354  -0.30
C: 6.2746 -4.8179 -2.1307  -0.12
O: 7.7383 -3.7996 0.8153  -0.27
C: 8.8870 -4.1682 0.0747  -0.12
H: 2.8639 -3.0937 -0.0237  0.08
H: 3.3346 -4.1998 -1.3317  0.08
H: 3.9120 -4.4853 0.3256  0.08
H: 5.5352 -4.4331 -2.8357  0.09
H: 5.7955 -5.5205 -1.4438  0.08
H: 7.0462 -5.3466 -2.6915  0.09
H: 9.1725 -3.3778 -0.6221  0.10
H: 8.7189 -5.1076 -0.4545  0.09
H: 9.7034 -4.3231 0.7821  0.09
C: -6.2843 -0.0806 -10.6690  -0.14
O: -6.0649 0.7864 -9.5432  -0.26
P: -5.8327 0.0318 -8.0130  0.71
O: -6.6490 1.0854 -7.2855  -0.24
O: -4.2608 0.5245 -8.0733  -0.30
C: -3.4144 0.0380 -9.1073  -0.12
O: -5.5562 -0.8481 -6.5708  -0.28
C: -4.3358 -0.7466 -5.8587  -0.12
H: -7.2197 0.1994 -11.1543  0.08
H: -5.4643 0.0458 -11.3804  0.08
H: -6.3376 -1.1296 -10.3718  0.07
H: -3.3882 0.7588 -9.9267  0.09
H: -3.7531 -0.9315 -9.4823  0.08
H: -2.4048 -0.0727 -8.7103  0.09
H: -4.1023 0.2957 -5.6301  0.09
H: -3.5227 -1.2097 -6.4197  0.09
H: -4.4505 -1.2938 -4.9210  0.10

Force components x, y, z for each atom (eV/Å):
C 0.2 1.2 -0.1
C 1.0 -0.6 0.5
P 0.6 1.0 -0.4
C -0.2 -0.3 -0.2
P -1.1 -1.1 -0.3
N 0.1 0.7 -0.2
H 0.6 0.6 -0.7
H -0.6 0.6 1.0
H -0.7 -1.0 -0.5
H -0.1 -1.0 -0.6
H -0.9 -0.2 0.9
H 0.2 1.1 0.1
H 0.9 -0.5 0.6
H -0.1 -0.8 -0.7
H -0.3 0.5 0.6
H 0.1 -0.5 0.0
H 0.4 0.4 0.0
C 0.2 0.3 0.2
O 0.1 -0.3 -3.5
P -1.9 -1.9 8.4
O 0.1 0.6 -1.5
O 0.2 -0.3 -1.0
C 0.1 0.1 0.2
O 0.5 1.5 -2.1
C 0.6 -0.5 -0.1
H 0.0 0.0 -0.1
H 0.0 0.0 -0.1
H 0.1 0.2 -0.1
H 0.0 0.0 -0.1
H 0.2 -0.1 0.0
H -0.1 0.0 -0.1
H 0.0 0.2 -0.1
H -0.1 -0.2 0.2
H -0.1 0.2 -0.3
C 0.3 0.3 0.3
O -3.5 0.3 -0.3
P 7.2 -3.9 -2.9
O -1.5 1.1 0.5
O -1.0 0.1 0.2
C 0.2 0.1 0.0
O -1.3 1.2 2.2
C -0.2 0.5 -0.5
H -0.1 0.0 0.0
H -0.1 0.0 0.0
H 0.0 0.1 0.2
H -0.1 0.0 0.0
H 0.0 0.1 -0.1
H 0.0 -0.1 0.0
H 0.0 0.2 0.1
H 0.2 -0.1 -0.2
H -0.1 0.0 0.3
C -0.4 -0.1 -0.2
O 2.3 0.9 -2.4
P -1.5 -0.3 8.4
O 0.2 0.3 -1.8
O 0.5 0.1 -0.8
C -0.2 -0.1 0.0
O -0.6 -1.1 -2.5
C 0.0 0.6 -0.2
H 0.1 0.0 0.0
H 0.1 0.0 -0.1
H -0.2 -0.1 -0.2
H 0.0 0.0 -0.1
H -0.1 0.1 0.0
H 0.1 -0.1 0.0
H -0.1 0.0 -0.1
H 0.0 0.1 0.2
H 0.0 -0.3 -0.2
C -0.4 0.1 -0.3
O -0.5 -2.7 2.3
P 4.5 6.4 -4.2
O -0.8 -1.0 0.8
O -0.1 -0.9 0.5
C -0.1 0.1 -0.2
O -2.1 -1.2 1.0
C 0.2 -0.6 -0.2
H 0.0 -0.1 0.0
H 0.0 0.0 0.1
H -0.2 0.0 0.0
H -0.1 -0.1 0.1
H 0.0 -0.1 -0.1
H 0.0 0.0 0.1
H -0.2 -0.1 0.0
H 0.2 0.1 -0.1
H -0.2 0.0 0.2
C 0.0 0.3 -0.4
O -0.6 -3.5 -0.2
P 1.7 7.6 4.1
O -0.4 -1.4 -0.8
O 0.0 -1.0 -0.1
C 0.0 0.2 -0.1
O -1.1 -1.5 -2.0
C 0.5 -0.4 0.0
H 0.0 -0.1 0.0
H -0.1 -0.1 0.0
H -0.1 0.0 -0.2
H 0.0 -0.1 -0.1
H 0.2 0.0 -0.1
H -0.1 0.0 0.1
H 0.0 0.0 -0.2
H 0.1 0.2 0.1
H -0.3 -0.1 -0.1

charge: 0
multiplicity: 1
frontier orbital gap: 0.1697 Ha
molecular weight: 823.45 g mol⁻¹

=====

Computed, not measured: C13H29N3O6SSr as an isolated structure, with ωB97M-V with the def2-TZVPD basis set.

Last column: natural (NBO) charge in e.
CARTESIAN COORDINATES (ANGSTROEM)
Sr: 0.0083 0.3941 0.0369  1.79
C: 2.6836 0.7615 2.1260  -0.09
C: 1.9352 -0.2745 2.9411  -0.10
O: 0.6176 -0.3459 2.3966  -0.62
C: -0.2683 -1.2600 3.0530  -0.09
C: -0.8925 -2.1647 2.0182  -0.09
O: -1.4873 -1.3346 1.0227  -0.61
C: -2.1775 -2.0646 0.0079  -0.10
C: -3.0569 -1.0845 -0.7347  -0.09
O: -2.2844 0.0463 -1.1438  -0.61
C: -2.2310 0.3200 -2.5469  -0.09
C: -1.0567 -0.3801 -3.1886  -0.10
O: 0.1046 0.0381 -2.4685  -0.61
C: 1.3280 -0.5306 -2.9341  -0.10
C: 1.6078 -1.8220 -2.1918  -0.10
O: 1.5252 -1.5996 -0.7759  -0.61
C: 2.7436 -1.7443 -0.0407  -0.09
C: 3.4318 -0.4026 0.1373  -0.10
O: 2.5440 0.5561 0.7216  -0.59
H: 3.7372 0.7988 2.4094  0.22
H: 2.2555 1.7469 2.3221  0.20
H: 1.9077 0.0443 3.9868  0.21
H: 2.4200 -1.2541 2.8959  0.19
H: -1.0402 -0.6856 3.5697  0.21
H: 0.2640 -1.8671 3.7868  0.22
H: -1.6509 -2.7971 2.4877  0.21
H: -0.1337 -2.8106 1.5592  0.19
H: -2.7891 -2.8539 0.4523  0.22
H: -1.4477 -2.5337 -0.6652  0.18
H: -3.8502 -0.7290 -0.0750  0.21
H: -3.5129 -1.5854 -1.5907  0.21
H: -2.0955 1.3983 -2.6369  0.22
H: -3.1648 0.0389 -3.0362  0.21
H: -0.9770 -0.0806 -4.2370  0.22
H: -1.1698 -1.4696 -3.1432  0.18
H: 2.1078 0.2091 -2.7419  0.20
H: 1.2910 -0.7093 -4.0112  0.22
H: 2.5890 -2.2083 -2.4723  0.21
H: 0.8611 -2.5773 -2.4460  0.20
H: 3.4156 -2.4493 -0.5342  0.21
H: 2.4686 -2.1682 0.9252  0.19
H: 3.7343 0.0022 -0.8298  0.21
H: 4.3295 -0.5232 0.7484  0.21
N: -0.7569 2.6726 1.7554  -0.68
N: -1.6289 3.5567 1.0730  -0.44
C: -1.4314 3.8531 -0.2169  0.31
N: -2.2936 4.7051 -0.7827  -0.76
S: -0.1436 3.2084 -1.0935  -0.37
H: -1.0640 2.6580 2.7233  0.39
H: 0.1632 3.1170 1.7542  0.38
H: -2.4008 3.9404 1.5955  0.41
H: -2.9618 5.2348 -0.2453  0.41
H: -2.1068 5.0097 -1.7234  0.43

Force components x, y, z for each atom (eV/Å):
Sr 0.0 0.7 0.0
C -0.1 0.2 0.1
C 0.2 0.1 0.0
O 0.1 -0.2 0.2
C -0.2 -0.1 0.0
C 0.1 -0.1 0.1
O -0.2 -0.2 0.2
C -0.1 0.0 -0.2
C -0.1 -0.1 0.1
O 0.1 -0.1 0.0
C 0.0 0.1 -0.1
C -0.2 0.0 0.0
O 0.0 -0.1 -0.3
C 0.1 -0.1 0.0
C -0.1 0.0 -0.2
O 0.0 0.0 0.0
C 0.1 0.0 0.1
C 0.0 -0.1 -0.1
O 0.0 -0.1 0.0
H 0.0 0.0 0.0
H 0.0 0.0 0.0
H 0.0 0.0 0.0
H -0.1 0.0 0.0
H 0.0 0.0 0.0
H 0.0 0.0 0.0
H 0.0 0.0 0.0
H 0.0 0.0 0.0
H 0.0 0.0 0.0
H 0.0 0.0 0.0
H 0.0 0.0 0.0
H 0.0 0.0 0.0
H 0.0 0.0 0.0
H 0.0 0.0 0.0
H 0.0 0.0 0.0
H 0.0 0.0 0.0
H 0.0 0.0 0.0
H 0.0 0.0 0.0
H 0.0 0.0 0.0
H 0.0 0.0 0.0
H 0.0 0.0 0.0
H 0.0 0.0 0.0
H 0.0 0.0 0.0
H 0.0 0.0 0.0
N 0.2 -0.1 -0.1
N -0.2 0.0 0.0
C 0.0 0.0 0.0
N 0.0 0.0 0.1
S 0.1 -0.1 -0.1
H 0.0 -0.1 0.0
H 0.0 0.1 0.1
H 0.1 0.1 0.0
H 0.0 0.0 0.0
H 0.0 0.0 0.0

charge: +2
multiplicity: 1
relative energy (zero: lowest compared OMol25 entry of this formula, charge and spin): 0.0 kcal per mole
frontier orbital gap: 0.3564 Ha
molecular weight: 443.08 g mol⁻¹

=====

In order of appearance, calculated total energy = -63909.779; -127022.585; -42366.054 eV.